31
Properties=species:S:1:pos:R:3 method="wB97M-V/def2-TZVPD" total_energy_ha=-1597.07065 mol_weight_g_mol=292.12 e_homo_ev=-10.17 homo_lumo_gap_ev=10.154 smiles="O=C(O)CCO[P@](=O)(OCCCO)OP(O)O"
O -0.392 0.197 4.518
C 0.227 0.848 3.744
O 1.526 1.156 4.005
C -0.379 1.358 2.453
C 0.618 1.573 1.306
O 0.137 0.859 0.138
P -0.029 1.733 -1.177
O -0.608 3.057 -0.938
O -0.898 0.845 -2.153
C -1.637 -0.304 -1.687
C -0.837 -1.580 -1.527
C -1.725 -2.758 -1.097
O -1.473 -3.153 0.250
O 1.416 1.917 -1.872
P 2.660 0.811 -1.999
O 2.820 0.231 -0.490
O 1.852 -0.400 -2.727
H 1.714 2.049 3.683
H -1.123 0.618 2.165
H -0.890 2.293 2.694
H 1.563 1.104 1.574
H 0.776 2.627 1.095
H -2.369 -0.489 -2.476
H -2.211 -0.069 -0.788
H -0.334 -1.773 -2.477
H -0.037 -1.472 -0.793
H -2.780 -2.488 -1.125
H -1.521 -3.608 -1.753
H -0.568 -3.474 0.313
H 2.192 -0.464 -0.243
H 2.312 -1.243 -2.616

---

89
Properties=species:S:1:pos:R:3 method="wB97M-V/def2-TZVPD" total_energy_ha=-2232.55423 charge=-1 mol_weight_g_mol=532.09 e_homo_ev=-5.55 homo_lumo_gap_ev=7.642
Cl 0.678 -1.297 0.448
O 0.411 -0.515 -0.716
O -0.486 -1.464 1.312
O 1.079 -2.595 0.032
O 1.638 -0.643 1.257
C -4.539 5.197 3.939
C -3.404 4.239 3.524
C -2.046 4.941 3.117
O -3.089 3.399 4.594
H -4.739 5.961 3.187
H -4.276 5.711 4.863
H -5.445 4.638 4.173
H -3.757 3.721 2.633
H -2.239 5.477 2.187
H -1.317 4.155 2.925
H -1.637 5.632 3.854
H -2.672 2.669 4.129
C 3.915 5.751 -3.120
C 4.885 6.929 -2.956
C 6.074 6.906 -3.958
O 4.208 8.127 -3.272
H 2.947 5.982 -2.673
H 4.313 4.808 -2.745
H 3.873 5.619 -4.201
H 5.248 6.970 -1.929
H 6.718 7.783 -3.902
H 5.794 6.903 -5.012
H 6.682 6.031 -3.727
H 4.836 8.853 -3.233
C 1.689 0.408 -7.897
C 2.980 0.454 -8.640
C 3.025 1.642 -9.580
O 4.064 0.579 -7.809
H 1.335 1.356 -7.493
H 1.548 -0.407 -7.188
H 0.927 0.243 -8.659
H 3.023 -0.491 -9.181
H 3.194 2.586 -9.062
H 2.036 1.754 -10.024
H 3.816 1.543 -10.323
H 4.866 0.619 -8.334
C -6.445 -5.189 6.538
C -6.527 -3.696 6.903
C -6.990 -2.872 5.755
O -7.322 -3.551 8.054
H -5.768 -5.285 5.689
H -7.417 -5.546 6.195
H -5.996 -5.821 7.304
H -5.573 -3.358 7.307
H -6.229 -2.896 4.975
H -7.165 -1.847 6.082
H -7.950 -3.181 5.342
H -8.138 -3.997 7.817
C 2.975 -6.547 -5.909
O 3.751 -5.504 -6.353
H 2.178 -6.879 -6.576
H 3.543 -7.472 -5.812
H 2.545 -6.293 -4.940
H 4.006 -5.607 -7.272
C 5.616 4.532 4.078
O 6.769 5.275 3.664
H 5.716 3.466 4.283
H 5.092 4.951 4.936
H 4.970 4.480 3.201
H 6.524 6.179 3.877
C 5.466 -8.387 1.171
O 6.854 -8.609 0.977
H 5.078 -8.670 2.149
H 5.223 -7.326 1.103
H 4.924 -8.847 0.345
H 7.379 -8.250 1.696
C -4.207 -2.838 -3.894
O -3.151 -3.718 -4.321
H -5.073 -2.777 -4.554
H -4.594 -3.227 -2.952
H -3.820 -1.832 -3.734
H -2.391 -3.338 -3.873
C -7.667 0.494 -0.008
O -8.557 -0.307 -0.699
H -6.890 -0.088 0.488
H -7.212 1.176 -0.726
H -8.119 1.100 0.777
H -9.435 -0.064 -0.394
C 1.290 -2.959 8.068
O 1.076 -3.655 9.335
H 2.346 -2.977 7.798
H 0.673 -3.264 7.222
H 0.983 -1.932 8.271
H 1.508 -3.219 10.073

---

9
Properties=species:S:1:pos:R:3 method="wB97M-V/def2-TZVPD" total_energy_ha=-2108.23889 mol_weight_g_mol=181.55 de_lowest_kcal_mol=43.76 e_homo_ev=-9.58 homo_lumo_gap_ev=10.072 smiles=S[C@@H](Cl)[SiH](Cl)Cl
S -1.993 0.256 0.410
C -0.457 0.750 -0.208
Cl 0.019 2.327 0.423
Si 0.845 -0.689 -0.387
Cl 2.552 -0.041 -1.163
Cl 1.288 -1.579 1.416
H -1.688 -0.107 1.803
H -0.601 0.764 -1.230
H 0.034 -1.681 -1.064

---

28
Properties=species:S:1:pos:R:3 method="wB97M-V/def2-TZVPD" total_energy_ha=-3056.50634 charge=+1 mol_weight_g_mol=241.15 de_lowest_kcal_mol=80.98 e_homo_ev="-10.76 / -12.42" homo_lumo_gap_ev="6.127 / 8.121"
C 0.018 -2.890 -1.416
C 1.308 -2.653 -0.908
C -0.962 -2.067 -0.921
C 1.638 -1.567 -0.082
C -0.667 -0.945 -0.129
C 0.661 -0.647 0.336
C -1.952 -0.134 0.400
C -2.197 1.097 -0.388
C 0.071 2.056 -0.765
C 1.115 0.238 1.259
C 2.493 0.637 1.524
N -1.264 2.227 -0.137
Br 0.048 1.073 2.629
H -0.193 -3.712 -2.092
H 2.131 -3.150 -1.373
H -2.009 -2.034 -1.167
H 2.619 -1.336 0.345
H -2.788 -0.737 0.240
H -1.875 0.157 1.410
H -2.068 1.024 -1.521
H -3.203 1.571 -0.147
H 0.787 2.788 -0.551
H 0.159 1.646 -1.750
H 2.655 1.431 2.183
H 3.190 0.790 0.570
H 3.095 -0.110 2.020
H -1.862 2.960 -0.456
H -0.948 2.287 0.890

---

12
Properties=species:S:1:pos:R:3 method="wB97M-V/def2-TZVPD" total_energy_ha=-1259.97719 s2=0.75 mol_weight_g_mol=192.07 e_homo_ev="-9.27 / -10.22" homo_lumo_gap_ev="8.984 / 7.601" multiplicity=2
Al -1.144 -1.444 1.467
N 1.248 -0.499 0.671
S 0.440 -0.769 -0.590
O 1.044 -1.539 -1.691
O -0.997 -1.160 -0.266
C 0.109 0.878 -1.422
F 1.229 1.332 -1.981
F -0.293 1.771 -0.516
F -0.823 0.780 -2.366
O -0.818 0.120 2.168
H -0.594 0.249 3.090
H 0.600 0.282 1.436

---

127
Properties=species:S:1:pos:R:3 method="wB97M-V/def2-TZVPD" total_energy_ha=-3628.13563 mol_weight_g_mol=962.85 e_homo_ev=-10.20 homo_lumo_gap_ev=10.238 smiles="C[C@H]1COC(=O)O1.C[C@H]1COC(=O)O1.CCOC(=O)OC.CCOC(=O)OC.CCOC(=O)OC.COC(=O)OC.COC(=O)OC.COC(=O)OC.O=C1OCCO1.O=C1OCCO1"
C -0.179 -1.182 -8.214
C -0.451 -0.845 -6.779
C -0.672 -1.975 -5.771
O -0.106 -1.464 -4.575
C 0.772 -0.467 -4.888
O 1.497 0.055 -4.111
O 0.598 -0.076 -6.163
H 0.260 -0.350 -8.762
H -1.101 -1.428 -8.743
H 0.486 -2.047 -8.305
H -1.356 -0.221 -6.747
H -0.180 -2.897 -6.116
H -1.718 -2.238 -5.631
C -4.084 1.280 0.588
C -4.693 0.780 1.882
C -5.864 1.623 2.442
O -7.012 0.786 2.252
C -6.632 -0.458 1.884
O -7.384 -1.366 1.745
O -5.302 -0.518 1.699
H -3.811 0.424 -0.032
H -3.189 1.857 0.802
H -4.821 1.844 0.013
H -3.940 0.640 2.649
H -5.973 2.550 1.893
H -5.727 1.750 3.514
C -1.043 1.880 5.291
C -2.190 2.280 4.393
O -1.729 3.466 3.714
C -2.635 4.159 3.050
O -3.700 3.750 2.646
O -2.127 5.356 2.787
C -2.942 6.207 1.974
H -0.889 2.695 6.008
H -0.107 1.937 4.727
H -1.084 0.920 5.793
H -3.057 2.528 5.006
H -2.396 1.541 3.625
H -3.965 6.214 2.354
H -2.986 5.796 0.963
H -2.508 7.197 2.002
C -5.114 6.414 -1.155
C -5.111 4.930 -0.870
O -3.716 4.460 -0.977
C -3.453 3.447 -1.800
O -4.181 2.988 -2.637
O -2.178 3.064 -1.751
C -1.236 3.472 -0.755
H -5.069 6.601 -2.226
H -4.271 6.892 -0.663
H -6.058 6.813 -0.775
H -5.692 4.324 -1.562
H -5.350 4.655 0.158
H -1.546 3.295 0.272
H -0.907 4.500 -0.907
H -0.407 2.813 -0.994
C 1.308 -1.769 4.540
C 2.066 -0.605 5.156
O 3.344 -0.532 4.472
C 4.023 0.596 4.601
O 3.570 1.660 4.933
O 5.294 0.332 4.299
C 6.196 1.424 4.312
H 1.892 -2.687 4.535
H 0.897 -1.451 3.589
H 0.488 -1.990 5.235
H 2.294 -0.788 6.205
H 1.536 0.324 4.970
H 5.934 2.132 5.094
H 6.281 1.912 3.342
H 7.175 1.012 4.559
C 4.293 -4.695 -4.665
O 4.347 -3.881 -3.497
C 3.294 -3.616 -2.740
O 3.365 -2.932 -1.757
O 2.160 -4.191 -3.196
C 1.030 -3.997 -2.371
H 4.541 -4.093 -5.541
H 3.323 -5.148 -4.836
H 5.068 -5.451 -4.563
H 0.256 -4.710 -2.652
H 0.597 -3.004 -2.513
H 1.206 -4.124 -1.304
C 6.196 -0.810 -2.193
O 6.839 -1.381 -1.048
C 6.294 -1.166 0.132
O 5.272 -0.554 0.329
O 7.035 -1.802 1.034
C 6.610 -1.755 2.404
H 6.740 -1.171 -3.059
H 6.277 0.272 -2.106
H 5.165 -1.149 -2.267
H 5.572 -1.486 2.531
H 7.277 -1.084 2.947
H 6.894 -2.736 2.779
C -5.675 -2.086 -1.399
O -5.880 -0.985 -2.284
C -4.848 -0.475 -2.962
O -4.982 0.086 -4.010
O -3.706 -0.621 -2.289
C -2.510 -0.062 -2.857
H -6.566 -2.708 -1.423
H -5.523 -1.742 -0.379
H -4.829 -2.682 -1.738
H -2.583 0.992 -2.609
H -2.494 -0.204 -3.938
H -1.639 -0.556 -2.439
O 3.729 -5.117 4.528
C 3.669 -4.819 3.385
O 2.631 -5.164 2.567
C 2.953 -4.821 1.236
C 4.064 -3.776 1.412
O 4.579 -4.094 2.706
H 3.365 -5.667 0.682
H 2.117 -4.381 0.701
H 3.679 -2.752 1.438
H 4.838 -3.791 0.649
O -0.511 1.289 1.941
C 0.264 0.721 1.238
O 0.123 0.637 -0.096
C 1.291 0.020 -0.669
C 1.911 -0.675 0.526
O 1.330 0.012 1.658
H 0.929 -0.662 -1.436
H 1.909 0.752 -1.187
H 2.980 -0.495 0.593
H 1.670 -1.737 0.546

---

52
Properties=species:S:1:pos:R:3 method="wB97M-V/def2-TZVPD" total_energy_ha=-4346.72972 mol_weight_g_mol=523.41 e_homo_ev=-8.12 homo_lumo_gap_ev=7.547
O -2.539 -2.149 1.005
C -2.845 -1.276 0.214
N -3.921 -1.343 -0.590
C -4.874 -2.426 -0.507
C -6.279 -1.949 -0.262
C -6.553 -0.774 0.430
C -7.875 -0.408 0.628
C -8.873 -1.232 0.132
N -8.623 -2.353 -0.525
C -7.364 -2.695 -0.716
C -2.068 -0.020 0.041
C -0.743 0.170 0.073
C 0.310 -0.786 0.218
C 0.360 -2.139 0.486
C 1.715 -2.490 0.505
C 2.428 -1.334 0.249
C 3.850 -1.090 0.148
C 4.323 0.200 -0.110
C 5.676 0.450 -0.212
C 6.570 -0.597 -0.055
Br 8.438 -0.260 -0.194
C 6.127 -1.885 0.202
C 4.773 -2.128 0.302
O 1.574 -0.306 0.080
S -3.126 1.421 -0.196
O -4.115 1.422 0.850
O -3.624 1.366 -1.553
C -2.092 2.879 -0.016
C -1.830 3.358 1.253
C -1.044 4.490 1.395
C -0.535 5.123 0.270
C -0.811 4.635 -0.998
C -1.596 3.503 -1.146
H -4.137 -0.568 -1.203
H -4.545 -3.065 0.321
H -4.843 -3.017 -1.430
H -5.754 -0.149 0.800
H -8.120 0.499 1.157
H -9.920 -0.991 0.260
H -7.209 -3.618 -1.261
H -0.378 1.183 -0.059
H -0.483 -2.771 0.671
H 2.115 -3.466 0.687
H 3.616 1.007 -0.230
H 6.037 1.447 -0.411
H 6.838 -2.688 0.321
H 4.428 -3.130 0.501
H -2.253 2.848 2.104
H -0.831 4.879 2.378
H 0.076 6.005 0.383
H -0.419 5.136 -1.870
H -1.844 3.100 -2.115

---

26
Properties=species:S:1:pos:R:3 method="wB97M-V/def2-TZVPD" total_energy_ha=-1528.22335 mol_weight_g_mol=531.99 de_lowest_kcal_mol=28.26 e_homo_ev=-10.47 homo_lumo_gap_ev=6.182
Pt 0.044 -2.538 -1.409
O 0.059 -1.700 2.594
C 0.058 -1.437 1.427
O 0.026 -2.431 0.529
C 0.083 -0.019 0.986
C 0.116 0.943 1.986
C 0.126 2.271 1.647
C 0.127 2.686 0.335
C 0.109 1.730 -0.659
C 0.055 0.346 -0.360
O -0.059 -0.525 -1.344
N 0.154 2.217 -2.052
O 0.117 3.421 -2.204
O 0.241 1.405 -2.947
N 0.140 3.291 2.711
O 0.129 2.896 3.857
O 0.162 4.452 2.363
H 0.126 0.637 3.022
H 0.156 3.736 0.088
F 2.817 -3.567 -1.340
B 2.061 -2.500 -1.336
F 2.623 -1.319 -1.240
O -1.309 -4.157 -1.894
N -2.425 -3.497 -1.662
O -3.470 -4.044 -1.770
O -2.265 -2.296 -1.328

---

33
Properties=species:S:1:pos:R:3 method="wB97M-V/def2-TZVPD" total_energy_ha=-1132.39324 mol_weight_g_mol=253.13 de_lowest_kcal_mol=0.49 e_homo_ev=-9.02 homo_lumo_gap_ev=9.030 smiles="C[C@H](CS)C(=O)N[C@@H](B(O)O)c1ccccc1"
C 0.156 -3.361 1.073
C 0.906 -2.624 -0.020
C 2.343 -3.158 -0.246
S 3.059 -2.620 -1.789
C 0.904 -1.146 0.294
O 1.298 -0.782 1.390
N 0.444 -0.231 -0.609
C 0.386 1.160 -0.262
B 1.051 1.933 -1.453
O 0.868 1.277 -2.682
O 1.620 3.155 -1.223
C -0.932 1.552 0.330
C -1.098 1.848 1.657
C -2.328 2.157 2.202
C -3.405 2.310 1.352
C -3.252 2.095 0.008
C -2.041 1.681 -0.503
H 0.787 -3.431 1.953
H -0.791 -2.906 1.363
H -0.098 -4.353 0.748
H 0.386 -2.728 -0.996
H 3.020 -2.903 0.633
H 2.320 -4.241 -0.282
H 3.082 -1.310 -1.375
H 0.226 -0.458 -1.588
H 1.134 1.267 0.530
H 1.124 1.673 -3.529
H 1.858 3.697 -2.024
H -0.247 1.809 2.321
H -2.446 2.325 3.248
H -4.365 2.591 1.686
H -4.073 2.198 -0.660
H -1.896 1.524 -1.546

---

19
Properties=species:S:1:pos:R:3 method="wB97M-V/def2-TZVPD" total_energy_ha=-3336.39602 s2=2.01 mol_weight_g_mol=230.13 de_lowest_kcal_mol=63.33 e_homo_ev="-6.46 / -8.45" homo_lumo_gap_ev="7.023 / 6.850" multiplicity=3
C 2.798 -0.492 0.581
C 2.668 0.362 -0.595
C 1.662 -0.791 1.301
C 1.423 0.842 -0.937
C 0.403 -0.317 0.864
C 0.298 0.543 -0.200
C -2.078 0.931 -0.016
C -2.696 -1.311 -0.528
N -0.895 1.336 -0.436
S -3.467 1.702 0.326
Br -4.351 -1.254 0.361
H 3.803 -1.000 1.071
H 3.423 0.618 -1.232
H 1.500 -1.349 2.249
H 1.401 1.478 -1.823
H -0.422 -0.457 1.541
H -2.705 -1.419 -1.530
H -1.807 -1.648 -0.067
H -0.960 2.226 -0.930

---

9
Properties=species:S:1:pos:R:3 method="wB97M-V/def2-TZVPD" total_energy_ha=-321.35318 mol_weight_g_mol=85.06 de_lowest_kcal_mol=15.35 e_homo_ev=-8.88 homo_lumo_gap_ev=9.620 smiles="O=c1[nH]cco1"
O -2.279 -0.976 -0.125
C -1.179 -0.486 -0.159
N -0.105 -0.670 0.680
C 0.941 0.165 0.319
C 0.580 0.793 -0.795
O -0.693 0.396 -1.155
H -0.135 -1.160 1.558
H 1.763 0.352 0.983
H 1.107 1.586 -1.307

---

15
Properties=species:S:1:pos:R:3 method="wB97M-V/def2-TZVPD" total_energy_ha=-395.96968 mol_weight_g_mol=113.12 de_lowest_kcal_mol=112.15 e_homo_ev=-8.37 homo_lumo_gap_ev=7.251
C 0.106 0.084 -1.124
C 1.245 0.664 1.374
N -0.115 0.271 1.018
C -1.126 0.436 -0.237
N 0.482 -1.137 -1.434
C -2.018 -0.803 -0.191
O -1.636 1.558 -0.486
N -2.742 -1.697 -0.258
H -0.659 0.673 1.783
H 0.275 0.833 -1.897
H 0.350 -1.848 -0.717
H 1.030 -1.322 -2.266
H 1.940 0.070 0.770
H 1.426 0.483 2.434
H 1.442 1.734 1.231

---

15
Properties=species:S:1:pos:R:3 method="wB97M-V/def2-TZVPD" total_energy_ha=-392.15260 mol_weight_g_mol=113.12 de_lowest_kcal_mol=91.90 e_homo_ev=-8.57 homo_lumo_gap_ev=9.265
C 1.225 0.718 -1.012
C 1.717 -0.817 0.808
C -2.312 1.438 -0.773
N 0.081 1.266 -1.476
N -0.519 0.193 0.308
N 1.297 -2.167 1.051
N 0.770 0.024 0.128
N -0.900 0.893 -0.787
H 2.540 -0.713 0.073
H 2.004 -0.478 1.787
H 0.979 -2.369 1.961
H -2.962 0.778 -1.441
H -2.166 2.474 -1.262
H -2.617 1.485 0.325
H 0.863 -2.725 0.308

---

14
Properties=species:S:1:pos:R:3 method="wB97M-V/def2-TZVPD" total_energy_ha=-354.05202 mol_weight_g_mol=101.11 de_lowest_kcal_mol=87.46 e_homo_ev=-7.31 homo_lumo_gap_ev=8.294 smiles="NC1=CN(N)NN1"
N 0.268 1.870 1.377
C 0.079 0.787 0.522
C -0.895 -0.145 0.516
N -0.870 -1.024 -0.590
N -0.350 -2.275 -0.279
N 0.376 -0.279 -1.474
N 0.889 0.714 -0.618
H -0.257 1.787 2.236
H 1.241 2.063 1.563
H -1.717 -0.199 1.207
H -0.445 -2.869 -1.098
H 0.640 -2.221 -0.020
H -0.047 0.183 -2.285
H 1.086 1.608 -1.056

---

17
Properties=species:S:1:pos:R:3 method="wB97M-V/def2-TZVPD" total_energy_ha=-438.28465 mol_weight_g_mol=119.12 de_lowest_kcal_mol=27.87 e_homo_ev=-10.24 homo_lumo_gap_ev=10.842 smiles="C[C@@H](O)[C@H](N)C(=O)O"
C -1.679 0.980 -0.352
C -0.162 0.871 -0.263
O 0.484 1.906 0.591
C 0.214 -0.477 0.383
N 1.691 -0.551 0.659
C -0.141 -1.644 -0.438
O -0.843 -1.642 -1.397
O 0.566 -2.715 -0.013
H -2.147 0.586 0.509
H -1.839 0.151 -1.043
H -2.110 1.947 -0.667
H 0.282 0.934 -1.260
H 0.685 2.674 0.039
H -0.302 -0.433 1.328
H 1.947 0.064 1.438
H 2.163 -0.242 -0.230
H 1.192 -2.407 0.716